Formula: C18H6Br4N4O2RhSe
Source: the OMol25 dataset
Level of theory: ωB97M-V/def2-TZVPD

XYZ file:
```
36
Properties=species:S:1:pos:R:3
Rh 0.38336 -0.66400 -0.51854
Br 4.62746 -4.73690 -4.53764
C 3.15596 -4.05160 -3.59634
C 1.93076 -4.75900 -3.59634
Br 1.78846 -6.37590 -4.53754
C 0.82986 -4.26620 -2.90454
Br -0.81854 -5.16790 -2.87554
C 0.90636 -3.04860 -2.19324
O -0.05354 -2.54250 -1.55054
C 2.18696 -2.30930 -2.19324
O 2.22856 -1.22490 -1.55054
C 3.27966 -2.85180 -2.90454
Br 4.88476 -1.87510 -2.87554
Se -2.80504 4.85840 3.96566
N -1.94614 3.37080 4.29436
C -1.61154 2.79120 3.15796
C -0.89574 1.55150 3.05326
C -0.45774 0.79290 4.14536
C 0.22226 -0.38490 3.91486
C 0.45486 -0.78780 2.60166
N 0.04536 -0.07850 1.56426
C -0.61954 1.07310 1.76016
C -1.03534 1.79320 0.58086
N -0.72044 1.24790 -0.60704
C -1.07324 1.85900 -1.72454
C -1.77004 3.06580 -1.72364
C -2.10584 3.64740 -0.51924
C -1.73694 3.00860 0.67086
C -2.02554 3.50830 1.98546
N -2.67284 4.62950 2.23676
H -0.65764 1.13900 5.14626
H 0.57416 -0.99440 4.73026
H 0.98726 -1.71000 2.39576
H -0.79914 1.38420 -2.65974
H -2.03704 3.52830 -2.65934
H -2.64434 4.58010 -0.47614
```

Spin multiplicity: 5
LUMO (spin up / spin down) in eV: -4.20 / -5.08
Molecular weight in g mol⁻¹: 811.8
Energy relative to the best compared isomer or geometry (same formula, charge and spin) in kJ/mol: 24.5
Charge: +1
HOMO level (spin up / spin down) in eV: -10.65 / -10.95
<S²>: 6.02
Frontier orbital gap (spin up / spin down) in Eh: 0.2371 / 0.2156

These are the Mulliken partial charges, in e, on atoms 1 to 8:
1 Rh 0.8159
2 Br -0.0879
3 C 0.1940
4 C 0.1948
5 Br -0.0881
6 C -0.3789
7 Br -0.0725
8 C 0.9454